85
Properties=species:S:1:pos:R:3:lowdin_charge:R:1 method="wB97M-V/def2-TZVPD" homo_lumo_gap_ev=10.33 total_energy_ev=-59285.86690 smiles="C[C@H]1COC(=O)O1.COC(=O)OC.COC(=O)OC.COC(=O)OC.COC(=O)OC.CCCC#N.CCCC#N" spin_multiplicity=1 homo_ev=-9.8
C -1.50 -1.56 3.00 -0.027
C -2.20 -0.33 3.54 -0.333
C -1.22 0.52 4.32 -0.066
O -0.92 1.47 3.30 0.064
C -1.85 1.52 2.35 -0.625
O -1.95 2.40 1.57 0.183
O -2.64 0.46 2.46 0.099
H -1.30 -2.40 3.74 0.121
H -0.61 -1.18 2.42 0.096
H -2.14 -2.05 2.27 0.057
H -3.09 -0.70 4.03 0.151
H -0.34 -0.03 4.47 0.108
H -1.71 0.83 5.27 0.152
C 2.07 1.48 2.77 -0.064
O 3.37 1.72 2.97 0.044
C 3.84 1.84 4.13 -0.521
O 3.06 1.88 5.29 -0.044
O 5.10 2.04 4.20 0.045
C 5.79 2.20 5.39 -0.047
H 1.72 0.66 3.39 0.112
H 1.86 1.39 1.72 0.074
H 1.56 2.30 2.94 0.065
H 6.92 2.13 5.39 0.123
H 5.54 1.47 6.08 0.068
H 5.52 3.14 5.84 0.097
C 0.57 -3.91 0.36 -0.043
O 1.33 -2.73 0.51 -0.004
C 2.24 -2.69 1.47 -0.491
O 2.46 -3.81 2.26 -0.056
O 2.91 -1.59 1.54 0.024
C 3.89 -1.37 2.61 0.025
H 0.02 -4.32 1.22 0.117
H 1.19 -4.66 -0.05 0.092
H -0.05 -3.72 -0.44 0.039
H 4.75 -1.99 2.43 0.105
H 3.48 -1.24 3.64 0.128
H 4.24 -0.42 2.42 0.046
C 3.44 2.62 -0.49 -0.066
O 2.17 3.00 -0.72 -0.018
C 1.78 3.78 -1.73 -0.474
O 2.64 4.57 -2.51 -0.067
O 0.55 3.76 -1.96 0.047
C 0.01 4.61 -2.98 -0.023
H 3.90 3.41 -0.02 0.090
H 3.90 2.20 -1.39 0.116
H 3.32 1.67 0.07 0.092
H -1.01 4.86 -2.73 0.090
H -0.11 4.08 -3.97 0.122
H 0.39 5.58 -3.10 0.076
C -2.71 1.34 -5.23 -0.079
O -3.49 0.79 -4.24 0.024
C -3.46 1.27 -3.02 -0.464
O -2.75 2.47 -2.68 -0.076
O -3.97 0.43 -2.21 0.051
C -3.73 0.81 -0.85 -0.035
H -1.61 1.40 -5.03 0.091
H -2.89 2.41 -5.36 0.099
H -2.71 0.87 -6.19 0.088
H -4.52 1.43 -0.59 0.088
H -2.87 1.39 -0.52 0.067
H -3.51 -0.05 -0.17 0.096
C 0.01 0.64 -0.06 -0.045
C -0.47 -0.32 -1.23 -0.156
C 0.28 0.12 -2.53 -0.140
C 0.00 -0.68 -3.77 -0.235
N -0.18 -1.33 -4.68 0.141
H -0.21 1.70 -0.17 0.074
H 1.11 0.63 0.01 0.065
H -0.40 0.31 0.82 0.014
H -1.49 -0.37 -1.36 0.040
H -0.13 -1.31 -0.97 0.081
H 1.38 0.18 -2.34 0.132
H -0.07 1.07 -2.96 0.098
C -2.13 -5.22 -3.03 -0.087
C -3.32 -4.36 -3.46 -0.235
C -3.26 -2.91 -2.92 -0.168
C -3.05 -2.82 -1.42 -0.196
N -2.88 -2.86 -0.28 0.166
H -1.33 -4.69 -3.25 0.015
H -2.16 -6.20 -3.48 0.078
H -2.05 -5.29 -1.92 0.085
H -4.24 -4.74 -3.04 0.105
H -3.32 -4.28 -4.52 0.103
H -4.21 -2.38 -3.17 0.125
H -2.51 -2.35 -3.50 0.091

=====

84
Properties=species:S:1:pos:R:3:lowdin_spin:R:1 method="wB97M-V/def2-TZVPD" homo_lumo_gap_ev="9.35 / 2.48" total_energy_ev=-91268.62366 charge=+1 spin_multiplicity=2 s2=0.76 homo_ev="-12.0 / -12.0"
C 22.44 7.21 5.53 0.000
C 21.63 8.13 4.77 0.000
N 20.98 8.79 4.11 0.000
H 23.30 7.74 5.94 0.000
H 22.80 6.47 4.82 0.000
H 21.81 6.76 6.30 0.000
C 24.54 10.47 0.68 0.000
C 24.58 10.95 -0.65 0.000
N 24.52 11.48 -1.67 0.000
H 24.26 9.42 0.79 0.000
H 23.72 11.02 1.15 0.000
H 25.50 10.65 1.15 0.000
C 23.52 6.95 1.67 0.000
C 24.81 6.99 1.05 0.000
N 25.91 6.90 0.60 0.000
H 23.06 7.88 2.00 0.000
H 23.56 6.23 2.49 0.000
H 22.85 6.51 0.94 0.000
C 26.81 7.61 -2.32 0.000
C 27.32 8.74 -1.64 0.000
N 27.81 9.60 -1.06 0.000
H 27.45 6.74 -2.17 0.000
H 26.50 7.76 -3.36 0.000
H 25.88 7.34 -1.83 0.000
C 22.32 6.96 -4.55 0.000
C 22.47 5.60 -5.15 0.000
C 22.17 4.74 -3.83 0.000
S 22.97 5.59 -2.33 0.000
O 24.28 5.07 -1.98 0.000
O 21.96 5.86 -1.29 0.000
C 23.18 7.11 -3.29 0.000
H 21.24 7.14 -4.49 0.000
H 22.68 7.58 -5.37 0.000
H 23.45 5.44 -5.58 0.000
H 21.83 5.45 -6.02 0.000
H 22.41 3.68 -3.82 0.000
H 21.13 4.91 -3.55 0.000
H 24.21 7.02 -3.61 0.000
H 23.09 7.97 -2.63 0.000
C 29.05 6.62 4.59 0.032
C 28.28 5.40 4.14 0.043
C 26.90 5.21 4.76 0.179
S 26.41 7.00 5.05 0.094
O 26.25 7.21 6.47 0.167
O 25.40 7.36 4.08 0.286
C 28.04 7.75 4.50 0.146
H 29.95 6.69 3.98 0.012
H 29.43 6.49 5.60 0.000
H 28.84 4.50 4.42 0.022
H 28.45 5.25 3.07 0.001
H 26.87 4.75 5.75 0.009
H 26.20 4.66 4.14 0.000
H 28.03 8.72 5.01 0.002
H 27.91 7.97 3.45 0.002
C 17.65 9.42 0.27 0.000
C 18.26 8.36 1.23 0.000
C 19.53 7.90 0.54 0.000
S 20.25 9.26 -0.38 0.000
O 20.38 8.94 -1.82 0.000
O 21.43 9.78 0.32 0.000
C 18.87 10.42 -0.10 0.000
H 16.76 9.88 0.68 0.000
H 17.28 8.93 -0.64 0.000
H 17.57 7.54 1.44 0.000
H 18.40 8.78 2.23 0.000
H 19.45 7.10 -0.20 0.000
H 20.34 7.52 1.16 0.000
H 18.89 11.09 -0.96 0.000
H 19.03 10.94 0.84 0.000
C 30.36 7.02 -0.97 0.000
C 31.52 6.05 -1.39 0.000
C 31.97 5.35 -0.07 0.000
S 30.42 4.97 0.76 0.000
O 30.58 5.09 2.18 0.002
O 29.85 3.73 0.23 0.000
C 29.36 6.37 -0.03 0.000
H 29.84 7.30 -1.89 0.000
H 30.61 7.97 -0.51 0.000
H 32.36 6.47 -1.95 0.000
H 31.07 5.26 -1.99 0.000
H 32.42 6.09 0.59 0.000
H 32.53 4.41 -0.11 0.000
H 28.83 7.00 0.69 0.000
H 28.49 6.00 -0.57 0.000

=====

86
Properties=species:S:1:pos:R:3:lowdin_charge:R:1 method="wB97M-V/def2-TZVPD" homo_lumo_gap_ev=8.57 total_energy_ev=-71235.20199 smiles="C=CC[C@@]1(O)CC(=O)O[C@H]1S(C)(=O)=O.CCOC(=O)OC.CCOC(=O)OC.CCOC(=O)OC.CCOC(=O)OC" spin_multiplicity=1 homo_ev=-9.4
C 1.28 -1.39 -3.68 -0.037
C 1.75 -2.31 -4.76 -0.142
C 0.92 -3.57 -5.40 -0.111
C 0.74 -4.86 -4.42 -0.355
O 1.74 -5.83 -4.98 -0.108
C 1.20 -4.80 -2.85 0.009
C -0.07 -5.49 -2.07 -0.199
O -0.59 -5.27 -0.86 0.022
O -0.55 -6.44 -3.12 -0.102
C -0.65 -5.73 -4.43 -0.201
S -2.31 -4.88 -4.28 0.811
C -2.23 -3.02 -4.08 -0.171
O -3.15 -5.20 -5.58 -0.414
O -3.14 -5.46 -3.07 -0.369
H 0.24 -0.83 -3.66 0.063
H 2.01 -1.27 -2.74 0.085
H 2.82 -2.06 -5.22 0.116
H 1.55 -3.95 -6.34 0.138
H -0.07 -3.13 -5.85 0.108
H 2.63 -5.37 -5.03 0.126
H 2.03 -5.65 -2.76 0.159
H 1.72 -3.84 -2.42 0.125
H -0.59 -6.65 -5.20 0.203
H -2.06 -2.55 -5.16 0.089
H -3.30 -2.64 -3.75 0.111
H -1.37 -2.66 -3.34 0.077
C -1.10 -3.08 1.89 -0.059
C -1.39 -2.48 0.53 -0.215
O -1.52 -1.05 0.61 0.011
C -0.36 -0.37 0.77 -0.560
O 0.76 -0.85 0.84 0.100
O -0.66 0.95 0.86 -0.058
C 0.47 1.78 1.14 -0.031
H -1.85 -2.78 2.62 0.083
H -1.08 -4.17 1.83 0.079
H -0.13 -2.75 2.28 0.074
H -2.35 -2.86 0.17 0.131
H -0.64 -2.76 -0.21 0.104
H 1.27 1.62 0.41 0.095
H 0.84 1.58 2.16 0.103
H 0.16 2.82 1.09 0.101
C -5.92 4.07 -1.24 -0.071
C -5.28 4.00 -2.61 -0.217
O -3.88 3.68 -2.52 0.022
C -3.59 2.39 -2.21 -0.542
O -4.41 1.50 -2.02 0.107
O -2.25 2.27 -2.13 0.007
C -1.81 0.98 -1.71 -0.049
H -5.38 4.77 -0.59 0.081
H -6.96 4.39 -1.31 0.080
H -5.90 3.10 -0.73 0.074
H -5.34 4.99 -3.09 0.123
H -5.80 3.29 -3.27 0.125
H -2.23 0.19 -2.35 0.094
H -2.10 0.82 -0.66 0.084
H -0.72 0.94 -1.78 0.097
C -2.47 2.38 4.48 -0.067
C -2.40 3.86 4.82 -0.215
O -1.78 4.08 6.09 0.024
C -0.43 3.92 6.12 -0.547
O 0.28 3.62 5.17 0.098
O -0.01 4.13 7.39 -0.006
C 1.38 3.88 7.58 -0.053
H -2.96 1.83 5.28 0.083
H -3.01 2.22 3.55 0.081
H -1.47 1.96 4.37 0.068
H -3.42 4.25 4.90 0.123
H -1.90 4.44 4.04 0.124
H 1.99 4.47 6.88 0.097
H 1.59 2.81 7.47 0.099
H 1.65 4.18 8.60 0.094
C 4.84 -0.40 2.73 -0.066
C 4.55 0.20 1.37 -0.214
O 4.42 1.63 1.45 0.017
C 5.58 2.31 1.60 -0.548
O 6.70 1.83 1.68 0.103
O 5.28 3.63 1.70 -0.008
C 6.41 4.46 1.98 -0.054
H 4.09 -0.10 3.46 0.082
H 4.86 -1.49 2.67 0.081
H 5.81 -0.07 3.12 0.073
H 3.59 -0.18 1.01 0.110
H 5.30 -0.08 0.62 0.125
H 7.21 4.30 1.24 0.097
H 6.78 4.26 2.99 0.100
H 6.10 5.50 1.92 0.094

=====

73
Properties=species:S:1:pos:R:3:lowdin_charge:R:1 method="wB97M-V/def2-TZVPD" homo_lumo_gap_ev="5.16 / 5.44" total_energy_ev=-50518.56566 charge=+3 spin_multiplicity=1 homo_ev="-17.4 / -17.5"
Pd -1.06 0.51 0.19 0.727
C -3.55 3.46 -0.72 -0.009
C -2.98 2.61 0.35 -0.241
C -3.80 1.78 1.12 0.033
C -3.27 0.98 2.14 -0.237
C -4.17 0.23 3.05 -0.001
C -1.88 1.02 2.39 -0.031
C -1.06 2.02 1.80 -0.370
C 0.22 2.45 2.44 -0.035
C -1.60 2.72 0.69 -0.066
H -4.46 3.04 -1.13 0.097
H -2.83 3.65 -1.52 0.091
H -3.81 4.44 -0.31 0.123
H -4.86 1.78 0.94 0.147
H -4.23 0.78 4.00 0.122
H -3.78 -0.75 3.30 0.096
H -5.18 0.15 2.66 0.100
H -1.49 0.46 3.23 0.144
H -0.02 3.25 3.15 0.121
H 0.93 2.87 1.73 0.071
H 0.67 1.64 3.01 0.082
H -1.03 3.53 0.25 0.142
O -0.23 -1.76 0.51 -0.673
S -1.12 -2.99 0.32 1.014
C -0.03 -4.32 -0.37 -0.261
C 0.10 -5.39 0.70 -0.208
C -1.14 -5.28 1.59 -0.220
C -1.29 -3.82 1.94 -0.274
H 0.91 -3.88 -0.67 0.078
H -0.55 -4.69 -1.26 0.102
H 1.00 -5.23 1.29 0.126
H 0.17 -6.37 0.24 0.134
H -1.03 -5.90 2.48 0.138
H -2.02 -5.63 1.05 0.129
H -0.50 -3.45 2.59 0.109
H -2.26 -3.58 2.36 0.098
C -3.45 -0.03 -2.28 0.028
C -2.67 -0.35 -1.05 -0.214
O -2.99 -1.16 -0.21 0.057
H -4.51 -0.16 -2.07 0.126
H -3.18 -0.78 -3.03 0.123
H -3.24 0.95 -2.69 0.094
C 4.78 1.28 0.31 -0.099
C 3.83 0.37 1.02 -0.417
C 3.49 0.77 2.42 -0.146
Sb 1.79 0.30 -0.21 1.759
C 2.21 -1.25 -1.87 -0.483
C 1.04 -1.18 -2.82 -0.132
C 3.57 -1.09 -2.48 -0.097
C 1.56 2.23 -1.47 -0.491
C 2.72 2.57 -2.36 -0.099
C 0.26 2.17 -2.25 -0.157
H 5.76 1.15 0.78 0.130
H 4.51 2.32 0.42 0.097
H 4.91 1.03 -0.74 0.073
H 4.12 -0.68 0.94 0.104
H 3.21 1.82 2.48 0.083
H 4.37 0.63 3.05 0.113
H 2.70 0.14 2.85 0.077
H 2.16 -2.15 -1.25 0.061
H 1.12 -0.32 -3.49 0.075
H 0.08 -1.14 -2.29 0.044
H 1.02 -2.07 -3.45 0.105
H 3.68 -0.17 -3.04 0.075
H 3.73 -1.91 -3.18 0.115
H 4.36 -1.16 -1.73 0.078
H 1.49 2.93 -0.63 0.067
H 2.84 1.87 -3.18 0.079
H 3.65 2.66 -1.82 0.066
H 2.52 3.55 -2.81 0.116
H 0.41 1.71 -3.22 0.080
H -0.09 3.19 -2.44 0.100
H -0.55 1.62 -1.72 0.011

=====

76
Properties=species:S:1:pos:R:3:lowdin_spin:R:1 method="wB97M-V/def2-TZVPD" homo_lumo_gap_ev="6.55 / 4.74" total_energy_ev=-55507.26370 charge=+1 spin_multiplicity=3 s2=2.00 homo_ev="-10.3 / -10.3"
Au -1.00 1.34 -0.25 0.001
C 3.13 -0.58 -0.25 0.324
C 2.79 0.75 0.12 0.305
C 2.66 -0.55 2.00 0.325
C 3.08 -1.38 0.92 0.326
C 2.49 0.77 1.51 0.309
C 3.55 -1.01 -1.59 0.047
H 3.05 -0.42 -2.37 0.005
H 3.33 -2.07 -1.76 0.004
H 4.63 -0.88 -1.74 0.021
C 3.44 -2.80 1.05 0.054
H 3.79 -3.19 0.09 -0.001
H 2.58 -3.40 1.39 0.019
H 4.25 -2.93 1.79 0.017
C 2.49 -1.01 3.39 0.052
H 3.45 -1.27 3.86 0.020
H 1.85 -1.91 3.43 0.014
H 2.02 -0.23 4.00 0.000
C 2.17 1.98 2.31 0.043
H 3.08 2.56 2.53 0.018
H 1.71 1.70 3.27 0.001
H 1.47 2.63 1.76 0.008
C 2.85 1.92 -0.79 0.043
H 3.89 2.16 -1.06 0.017
H 2.41 2.81 -0.33 0.000
H 2.31 1.72 -1.73 0.010
C -2.09 1.21 -2.14 0.001
C -0.72 1.46 -2.46 0.000
C -0.23 2.80 -2.93 0.000
C -0.03 3.88 -1.82 0.000
C -0.57 3.51 -0.45 0.000
C -1.97 3.37 -0.20 0.000
C -3.01 3.48 -1.30 0.000
C -3.15 2.28 -2.28 0.000
H -0.92 3.18 -3.71 0.000
H -0.42 4.85 -2.19 0.000
H 0.74 2.68 -3.45 0.000
H -3.18 2.66 -3.31 0.000
H -2.44 0.18 -2.21 0.000
H -0.19 0.59 -2.86 0.000
H -4.12 1.80 -2.10 0.000
H -4.00 3.65 -0.83 0.000
H -2.30 3.57 0.82 0.000
H -2.82 4.40 -1.87 0.000
H 1.05 4.04 -1.72 0.000
H 0.12 3.70 0.38 0.000
P -0.68 -2.54 -1.39 0.002
C 0.58 -3.88 -1.29 0.000
H 0.49 -4.54 -2.17 0.000
H 0.46 -4.44 -0.34 0.000
H 1.57 -3.40 -1.29 0.000
C -2.24 -3.51 -1.43 0.001
H -2.22 -4.22 -2.27 0.000
H -3.07 -2.80 -1.57 0.000
H -2.36 -4.02 -0.47 0.000
C -0.56 -2.21 -3.20 0.000
H -1.26 -1.40 -3.48 0.000
H -0.81 -3.13 -3.75 0.000
H 0.46 -1.89 -3.44 0.000
P -1.90 0.26 1.80 0.001
C -1.42 1.48 3.06 0.000
H -2.32 1.78 3.61 0.000
H -0.95 2.35 2.60 0.000
H -0.70 1.01 3.74 0.000
C -3.68 0.56 1.55 0.001
H -3.84 1.49 1.02 0.000
H -4.16 0.58 2.54 0.000
H -4.10 -0.27 0.96 0.000
C -2.00 -1.27 2.78 0.000
H -2.81 -1.15 3.53 0.000
H -1.05 -1.49 3.29 0.000
H -2.20 -2.15 2.15 0.000
O 0.15 -3.16 3.20 0.003
N -0.11 -3.79 2.14 0.000
O 0.80 -4.49 1.58 0.005
O -1.27 -3.75 1.61 0.002

=====

74
Properties=species:S:1:pos:R:3:lowdin_charge:R:1 method="wB97M-V/def2-TZVPD" homo_lumo_gap_ev="3.38 / 3.38" total_energy_ev=-54249.06014 spin_multiplicity=1 homo_ev="-4.8 / -4.8"
P -1.34 -2.07 -4.90 0.658
P -2.43 -3.44 -1.83 0.985
C -2.86 -3.07 -4.61 -0.310
C -3.46 -2.83 -3.23 -0.323
H -2.62 -4.13 -4.78 0.083
H -3.60 -2.79 -5.38 0.081
H -3.67 -1.75 -3.07 0.095
H -4.42 -3.36 -3.15 0.091
C -2.67 -5.24 -1.93 -0.187
H -2.39 -5.70 -0.98 0.062
H -2.06 -5.69 -2.73 0.067
H -3.73 -5.47 -2.13 0.065
C -3.41 -2.96 -0.40 -0.359
H -4.39 -3.47 -0.43 0.084
H -3.68 -1.87 -0.44 0.000
H -2.93 -3.31 0.54 0.003
C -0.55 -2.70 -6.51 -0.194
H -0.01 -1.89 -7.01 0.055
H -1.34 -3.03 -7.19 0.030
H 0.14 -3.54 -6.39 0.025
C -2.31 -0.88 -6.10 -0.237
H -3.11 -0.36 -5.55 0.028
H -2.77 -1.46 -6.91 0.021
H -1.64 -0.14 -6.54 0.036
Ba -1.86 -1.07 1.03 1.744
C -0.60 -3.33 -2.54 -0.309
C -0.23 -3.32 -3.99 -0.372
C 1.25 -2.92 -4.14 -0.177
C 1.43 -1.38 -4.31 -0.214
C 0.17 -0.71 -4.71 -0.325
C -1.01 -0.55 -3.87 -0.344
C -1.02 -0.78 -2.36 -0.222
C -0.21 -1.99 -1.87 -0.260
C -0.57 1.19 0.29 -0.389
H -0.10 -4.17 -2.04 0.120
H -0.41 -4.31 -4.45 0.110
H 1.70 -3.42 -5.01 0.105
H 1.83 -3.25 -3.26 0.104
H 1.85 -0.92 -3.40 0.090
H 2.16 -1.21 -5.10 0.110
H 0.20 -0.05 -5.58 0.090
H -1.70 0.28 -4.11 0.117
H -2.08 -0.88 -2.04 0.057
H -0.67 0.11 -1.83 0.066
H 0.85 -1.78 -2.01 0.102
H -0.28 -2.12 -0.77 -0.002
H -0.69 1.67 1.28 -0.067
H -1.08 1.79 -0.48 -0.063
H 0.50 1.11 0.05 -0.052
C 1.39 -2.09 1.27 -0.218
Si 1.40 -1.25 2.95 0.321
C 2.09 -2.37 4.26 -0.182
C 2.53 0.22 2.72 -0.181
N -0.27 -0.84 3.26 -0.245
C -0.75 0.21 3.96 -0.453
C -2.18 0.38 3.99 -0.161
C -2.70 1.66 4.12 -0.130
C -1.85 2.75 4.32 -0.140
C -0.47 2.56 4.50 -0.099
C 0.06 1.27 4.48 -0.056
H 2.44 -2.26 0.97 0.046
H 0.97 -1.44 0.48 -0.021
H 0.89 -3.07 1.28 0.029
H 3.18 -2.48 4.12 0.031
H 1.91 -1.96 5.26 0.033
H 1.63 -3.37 4.21 0.025
H 2.03 1.06 2.21 0.034
H 2.92 0.59 3.67 0.025
H 3.39 -0.08 2.10 0.031
H -2.81 -0.50 3.84 0.061
H -3.78 1.80 4.06 0.093
H -2.26 3.77 4.36 0.092
H 0.19 3.41 4.68 0.104
H 1.10 1.09 4.74 0.083